(w)
A 2-piece molecular cluster, C4H12O overall, computed with ωB97M-V/def2-TZVPD.

CARTESIAN COORDINATES (ANGSTROEM)
C1 -2.97 -0.32 0.71
C2 -1.65 -1.12 0.66
O1 -1.25 -1.32 -0.69
H1 -3.24 0.08 -0.37
H2 -2.98 0.58 1.46
H3 -3.83 -0.92 0.84
H4 -0.81 -0.94 1.23
H5 -1.74 -2.23 0.98
H6 -0.37 -0.85 -0.80
C3 1.73 0.66 -0.03
C4 2.95 1.02 -0.88
H7 1.29 -0.26 -0.36
H8 1.88 0.68 1.03
H9 0.95 1.50 -0.11
H10 3.85 1.41 -0.35
H11 2.90 1.81 -1.72
H12 3.30 0.22 -1.61

Its LUMO energy is 0.952 eV.



(x)
A 2-piece molecular cluster, C4H12O overall, computed with ωB97M-V/def2-TZVPD.

CARTESIAN COORDINATES (ANGSTROEM)
C1 -0.15 0.15 1.53
C2 0.86 0.82 2.44
O1 1.61 -0.08 3.20
H1 0.29 -0.25 0.65
H2 -0.86 0.90 1.25
H3 -0.73 -0.66 1.86
H4 1.72 1.26 1.65
H5 0.43 1.52 3.17
H6 1.13 -0.80 3.39
C3 -1.08 0.04 -2.53
C4 0.07 -0.88 -2.30
H7 -1.83 0.00 -1.74
H8 -0.84 1.23 -2.56
H9 -1.60 -0.09 -3.48
H10 0.22 -0.78 -1.20
H11 -0.17 -1.88 -2.42
H12 0.91 -0.52 -2.90

Its LUMO energy is 0.983 eV.



Quick one: most stable of them? (x)



(w)
A 11-piece molecular cluster, C11H44O11 overall, computed with ωB97M-V/def2-TZVPD.

CARTESIAN COORDINATES (ANGSTROEM)
C1 -4.33 -2.31 -0.77
O1 -3.35 -1.70 0.03
H1 -5.26 -1.72 -0.73
H2 -4.06 -2.42 -1.82
H3 -4.63 -3.28 -0.38
H4 -3.15 -0.81 -0.32
C2 -3.68 0.35 2.92
O2 -3.59 -1.05 2.74
H5 -3.67 0.59 3.98
H6 -2.86 0.84 2.38
H7 -4.60 0.77 2.47
H8 -3.55 -1.23 1.78
C3 -0.22 -0.89 -0.18
O3 0.93 -0.06 -0.35
H9 -0.59 -1.26 -1.14
H10 0.13 -1.76 0.36
H11 -1.01 -0.35 0.34
H12 0.76 0.65 -0.99
C4 2.12 -1.51 3.75
O4 3.39 -0.96 3.47
H13 1.63 -1.72 2.79
H14 2.22 -2.45 4.31
H15 1.54 -0.89 4.44
H16 3.30 -0.43 2.64
C5 3.00 3.58 -0.99
O5 2.78 4.98 -1.02
H17 3.25 3.14 -1.96
H18 3.84 3.30 -0.34
H19 2.13 3.05 -0.60
H20 2.75 5.24 -1.94
C6 1.22 -5.15 1.73
O6 -0.08 -5.73 1.80
H21 1.45 -4.58 2.62
H22 1.99 -5.91 1.59
H23 1.26 -4.46 0.88
H24 -0.36 -5.90 0.90
C7 -0.41 2.72 -2.68
O7 0.59 1.73 -2.53
H25 -1.22 2.53 -1.98
H26 0.00 3.72 -2.50
H27 -0.86 2.75 -3.68
H28 1.13 1.79 -3.32
C8 -0.34 2.44 1.70
O8 -1.50 2.64 0.90
H29 -0.44 1.57 2.33
H30 0.54 2.39 1.05
H31 -0.13 3.28 2.37
H32 -1.53 3.53 0.54
C9 4.39 -0.13 0.46
O9 3.26 0.41 1.13
H33 5.04 -0.54 1.22
H34 4.13 -0.94 -0.24
H35 4.90 0.65 -0.11
H36 2.42 0.36 0.64
C10 2.18 -1.47 -3.33
O10 2.13 -1.96 -4.65
H37 1.58 -0.57 -3.20
H38 1.92 -2.24 -2.60
H39 3.17 -1.07 -3.11
H40 1.22 -1.92 -4.98
C11 -4.11 1.78 -1.53
O11 -3.33 1.07 -0.57
H41 -3.99 1.32 -2.52
H42 -5.16 1.80 -1.22
H43 -3.80 2.83 -1.59
H44 -2.52 1.58 -0.42

Its LUMO energy is -0.153 eV.



(x)
A 11-piece molecular cluster, C11H44O11 overall, computed with ωB97M-V/def2-TZVPD.

CARTESIAN COORDINATES (ANGSTROEM)
C1 -13.95 22.71 17.17
O1 -13.62 22.62 18.57
H1 -13.40 23.53 16.71
H2 -13.60 21.80 16.68
H3 -15.03 22.74 17.01
H4 -14.27 23.13 19.05
C2 -12.32 21.83 9.36
O2 -13.49 22.05 10.12
H5 -12.49 21.92 8.28
H6 -11.61 22.65 9.47
H7 -11.90 20.86 9.62
H8 -14.05 21.26 10.14
C3 -15.62 17.44 13.91
O3 -14.79 18.60 13.96
H9 -16.53 17.68 13.36
H10 -15.05 16.69 13.36
H11 -15.88 17.13 14.92
H12 -15.27 19.40 14.19
C4 -15.34 21.98 13.07
O4 -14.67 21.87 14.34
H13 -16.34 21.61 13.28
H14 -15.32 23.06 12.89
H15 -14.93 21.43 12.23
H16 -13.79 22.29 14.31
C5 -14.48 26.49 14.02
O5 -15.61 26.75 14.86
H17 -14.30 27.16 13.18
H18 -13.56 26.56 14.60
H19 -14.55 25.47 13.62
H20 -15.27 26.72 15.75
C6 -19.62 19.62 13.19
O6 -18.29 19.72 13.76
H21 -19.73 18.54 13.01
H22 -20.36 19.90 13.94
H23 -19.72 20.16 12.26
H24 -18.40 19.36 14.65
C7 -11.25 24.69 11.72
O7 -12.50 24.09 11.98
H25 -11.03 25.29 12.61
H26 -10.42 23.98 11.64
H27 -11.27 25.34 10.85
H28 -12.63 23.33 11.40
C8 -14.80 25.27 10.26
O8 -14.40 26.65 10.26
H29 -14.37 24.65 9.49
H30 -14.54 24.95 11.26
H31 -15.88 25.29 10.09
H32 -13.61 26.83 9.74
C9 -18.14 22.30 15.73
O9 -19.33 22.08 16.48
H33 -18.30 22.15 14.67
H34 -17.78 23.31 15.93
H35 -17.31 21.71 16.14
H36 -19.61 22.90 16.89
C10 -13.52 18.16 10.64
O10 -13.57 19.28 11.50
H37 -13.12 18.41 9.66
H38 -12.85 17.43 11.10
H39 -14.53 17.77 10.51
H40 -13.65 19.09 12.45
C11 -10.58 22.85 14.68
O11 -11.97 22.84 14.39
H41 -10.39 23.38 15.62
H42 -10.22 21.83 14.82
H43 -10.01 23.47 13.98
H44 -12.13 23.39 13.59

Its LUMO energy is 0.557 eV.



(y)
A 11-piece molecular cluster, C11H44O11 overall, computed with ωB97M-V/def2-TZVPD.

CARTESIAN COORDINATES (ANGSTROEM)
C1 18.40 1.23 -19.41
O1 16.99 1.34 -19.36
H1 18.79 0.87 -18.45
H2 18.64 0.54 -20.21
H3 18.88 2.19 -19.60
H4 16.77 2.18 -18.93
C2 13.28 2.08 -18.41
O2 13.35 1.08 -17.39
H5 12.72 1.75 -19.28
H6 12.78 2.96 -18.01
H7 14.27 2.38 -18.76
H8 12.62 0.46 -17.62
C3 17.12 5.25 -19.18
O3 16.18 4.24 -18.82
H9 18.11 4.80 -19.14
H10 16.95 5.54 -20.22
H11 17.09 6.11 -18.51
H12 15.29 4.65 -18.82
C4 11.83 -0.31 -21.16
O4 12.09 -1.47 -20.36
H13 12.60 0.43 -20.91
H14 11.96 -0.49 -22.23
H15 10.81 0.04 -21.03
H16 13.02 -1.71 -20.47
C5 13.11 -1.65 -15.41
O5 14.39 -1.11 -15.68
H17 12.33 -0.91 -15.25
H18 12.82 -2.27 -16.27
H19 13.20 -2.32 -14.55
H20 14.35 -0.29 -16.19
C6 13.13 2.05 -13.86
O6 12.80 2.53 -15.15
H21 13.10 2.86 -13.13
H22 12.49 1.21 -13.58
H23 14.16 1.67 -13.86
H24 13.01 1.87 -15.85
C7 13.39 5.79 -20.36
O7 13.68 5.43 -19.00
H25 13.59 4.96 -21.05
H26 12.33 5.99 -20.51
H27 13.97 6.67 -20.63
H28 12.87 5.55 -18.50
C8 10.07 -1.19 -17.29
O8 11.20 -0.60 -17.89
H29 9.26 -1.38 -18.00
H30 10.32 -2.15 -16.83
H31 9.70 -0.52 -16.52
H32 11.44 -1.04 -18.73
C9 15.18 2.87 -22.12
O9 16.02 1.73 -22.02
H33 14.98 3.04 -23.18
H34 14.24 2.70 -21.58
H35 15.66 3.78 -21.75
H36 16.13 1.59 -21.06
C10 11.07 5.62 -14.86
O10 11.72 4.97 -15.93
H37 10.50 4.90 -14.26
H38 11.78 6.16 -14.24
H39 10.32 6.31 -15.24
H40 12.05 4.10 -15.63
C11 9.74 3.43 -20.24
O11 9.33 2.92 -21.49
H41 9.62 4.51 -20.17
H42 9.24 3.01 -19.36
H43 10.81 3.21 -20.13
H44 8.70 2.21 -21.34

Its LUMO energy is 0.439 eV.



Quick one: most stable of them? (y)



(w)
A 2-piece molecular cluster, C2H4N2O3 overall, computed with ωB97M-V/def2-TZVPD.

CARTESIAN COORDINATES (ANGSTROEM)
N1 -1.55 -0.10 0.30
C1 -1.12 -1.38 0.22
O1 -1.85 -2.33 0.11
O2 0.22 -1.49 0.52
H1 -2.54 0.05 0.14
H2 -0.94 0.70 0.31
H3 0.58 -0.61 0.71
N2 0.95 1.20 -0.57
C2 2.11 0.93 -0.50
O3 3.27 0.85 -0.40
H4 0.86 2.18 -0.85

Its LUMO energy is -0.123 eV.



(x)
A 2-piece molecular cluster, C2H4N2O3 overall, computed with ωB97M-V/def2-TZVPD.

CARTESIAN COORDINATES (ANGSTROEM)
C1 -0.65 0.66 0.01
C2 1.30 -0.83 -0.08
H1 1.31 1.65 0.86
H2 -0.11 2.58 -0.26
H3 -1.81 -0.97 -0.04
H4 1.79 -1.98 -0.54
N1 0.24 1.66 -0.12
N2 -0.09 -0.67 0.21
O1 -1.87 0.63 -0.03
O2 -1.04 -1.62 -0.01
O3 2.14 0.10 0.01

Its LUMO energy is -0.112 eV.



(y)
A single C2H4N2O3 molecule, computed with ωB97M-V/def2-TZVPD.

CARTESIAN COORDINATES (ANGSTROEM)
N1 -0.42 1.56 -0.03
C1 0.27 0.36 -0.16
C2 1.56 0.24 0.11
O1 2.73 0.35 0.11
N2 -0.40 -0.86 -0.33
O2 -1.71 -0.92 0.08
O3 0.52 -1.90 0.25
H1 0.18 2.36 0.15
H2 -1.04 1.72 -0.82
H3 -1.79 -0.22 0.76
H4 0.12 -2.71 -0.11

Its LUMO energy is 0.654 eV.



Quick one: most stable of them? (w)



(w)
A 5-piece molecular cluster, H10O5 overall, computed with ωB97M-V/def2-TZVPD.

CARTESIAN COORDINATES (ANGSTROEM)
O1 -28.82 -7.66 1.53
H1 -28.66 -6.76 1.17
H2 -28.59 -8.17 0.76
O2 -28.81 -3.30 4.44
H3 -28.51 -4.21 4.45
H4 -28.55 -2.92 3.59
O3 -25.52 -5.83 2.97
H5 -25.11 -4.99 3.24
H6 -26.33 -5.87 3.46
O4 -27.98 -5.87 4.11
H7 -27.74 -6.05 5.01
H8 -28.90 -6.20 3.98
O5 -26.36 -6.58 6.35
H9 -26.82 -6.27 7.15
H10 -25.67 -7.09 6.76

Its LUMO energy is 0.351 eV.



(x)
A 5-piece molecular cluster, H10O5 overall, computed with ωB97M-V/def2-TZVPD.

CARTESIAN COORDINATES (ANGSTROEM)
O1 -2.38 -0.54 -0.64
H1 -2.16 0.10 0.04
H2 -1.53 -0.90 -0.92
O2 1.70 0.43 1.59
H3 2.52 -0.07 1.55
H4 1.76 1.04 0.85
O3 -1.20 -3.39 0.11
H5 -0.80 -2.69 0.64
H6 -0.44 -3.83 -0.31
O4 -0.81 0.61 -0.96
H7 0.07 0.32 -0.67
H8 -1.02 1.33 -0.36
O5 2.42 2.81 -0.21
H9 1.71 2.26 -0.57
H10 2.07 3.11 0.64

Its LUMO energy is -0.129 eV.



Quick one: most stable of them? (w)